1.
Formula: C10H19NOSi
Source: the Open Molecules 2025 dataset
Level of theory: ωB97M-V with the def2-TZVPD basis set

Last column: Löwdin charge in e.
Geometry (Å):
H (0.42970, 2.82307, 0.20341)  -0.066
H (-1.85925, -0.84911, -3.61541)  0.139
H (3.60734, -1.24841, -1.98462)  0.115
N (-0.37342, 0.85655, 3.66420)  0.086
H (2.65915, 0.23638, -2.56619)  0.081
C (-2.11323, -1.16303, -0.69229)  -0.094
H (-2.85445, -0.46809, -1.11511)  0.079
C (-1.19343, -0.15258, -2.85804)  -0.171
H (2.00992, -1.08236, 0.09384)  0.093
H (-1.13545, 2.62730, -0.46365)  0.017
C (3.03819, 0.56194, 0.17663)  -0.136
H (2.75936, 0.58040, 1.16580)  0.040
H (-1.65443, 2.26506, 2.64132)  0.117
C (-0.85246, -0.79759, -1.53377)  -0.482
H (-1.96580, -0.98712, 0.35453)  0.030
H (1.97727, -1.46611, -2.54867)  0.049
H (4.08967, 0.41277, 0.02361)  0.071
H (-2.46154, -1.62752, 3.52665)  0.119
C (2.54155, -0.71819, -2.00433)  -0.124
C (-1.95972, -0.67318, 3.46862)  -0.167
Si (0.32557, 0.41923, -0.69994)  0.798
C (-0.19877, 2.02090, -0.09186)  -0.197
C (2.04704, -0.25294, -0.60641)  -0.540
H (-0.41311, -1.71685, -1.86159)  0.085
H (-0.35477, -0.01459, -3.51643)  0.055
O (-2.39432, 0.43774, 2.86679)  0.026
H (-1.74751, 0.70176, -2.78675)  0.026
H (2.78388, 1.66664, -0.19425)  0.110
C (-1.40008, 1.31431, 3.01821)  -0.231
C (-0.75646, -0.45965, 4.01175)  -0.124
H (-2.52623, -2.17115, -0.72826)  0.073
H (-0.05423, -1.07560, 4.65223)  0.126

## Properties
E_tot	-811.76440	hartree
max |F|	0.111	hartree/bohr
SMILES	C=[Si](C(C)C)C(C)C.c1cocn1
ΔE to the lowest compared entry with this formula, charge and spin	276.2	kJ/mol

=====

2.
Formula: C3H2F3N
Source: the Open Molecules 2025 dataset
Level of theory: ωB97M-V with the def2-TZVPD basis set

Last column: Löwdin charge in e.
Geometry (Å):
F (2.44022, 0.94996, -0.37352)  0.155
C (0.61850, -1.00935, 0.18864)  -0.112
H (0.76704, -2.04690, 0.49572)  0.107
H (-0.49377, -0.94233, -2.00040)  0.162
F (3.17101, -0.02732, 1.34981)  0.089
N (-0.60774, -0.12210, 0.16652)  0.171
F (3.24661, -1.13102, -0.50069)  0.033
C (2.45757, -0.20235, 0.20575)  -0.460
C (-0.17708, -0.65113, -0.90908)  -0.146

## Properties
E_tot	-469.73239	hartree
max |F|	0.083	hartree/bohr
ΔE to the lowest compared entry with this formula, charge and spin	190.0	kJ/mol

=====

3.
Formula: C40H81BBr2F3IN11O13S
Source: the Open Molecules 2025 dataset
Level of theory: ωB97M-V with the def2-TZVPD basis set

Last column: Löwdin charge in e.
Geometry (Å):
H (1.88392, 5.96229, 2.57958)  0.094
H (0.29726, -10.74611, -4.13596)  0.131
H (0.57800, 1.90918, -0.56269)  0.115
H (0.20748, -3.66621, -2.28590)  0.081
C (2.70344, -2.44520, -1.69983)  -0.268
C (5.72216, 9.88443, 0.66120)  -0.341
H (2.13546, 3.03079, -2.92410)  0.088
H (-7.49294, 3.96702, 4.85402)  0.095
H (3.07982, -4.33923, -2.63342)  0.116
H (-2.53815, -10.87286, -6.54054)  0.094
H (7.89204, -1.21520, -3.09385)  0.079
C (-7.10078, -4.56483, 5.95715)  -0.051
H (-6.64470, -1.41492, 5.41781)  0.096
H (7.75702, -2.50130, -4.23775)  0.084
H (-4.60345, 1.90291, -1.53776)  0.055
N (0.16560, -1.24800, -1.05805)  -0.061
H (-0.84373, -7.83227, -5.22963)  0.078
H (8.62483, 10.27065, 1.83514)  0.092
C (3.27978, -3.85324, -1.67951)  -0.177
C (-0.69785, -0.99402, -3.31691)  -0.133
H (-3.04718, 0.64985, 6.61840)  0.090
H (-4.27204, 5.34053, 6.89017)  0.083
N (2.07181, 6.15423, 0.49332)  -0.173
H (5.01137, -4.61098, -0.93745)  0.103
H (-0.03692, 0.08134, 5.32153)  0.143
H (-0.67294, 2.56862, -2.40636)  0.118
C (8.13011, 9.70447, 1.04448)  -0.052
C (-0.37852, -0.25050, -2.01734)  -0.348
O (-5.40410, 2.21554, 5.13700)  -0.006
O (4.54722, 9.69728, 0.92115)  -0.001
H (2.82597, -4.44404, -0.89406)  0.114
H (1.40310, 0.27927, -4.57370)  -0.059
C (1.33108, -1.09326, -0.23805)  -0.343
H (-5.58906, -2.25932, 4.28132)  0.090
H (-0.48807, -8.75688, -3.76031)  0.085
H (-0.71961, -0.31659, -4.16017)  0.084
H (1.02033, -1.29926, 0.78147)  0.110
O (5.33660, -1.65485, -3.96774)  -0.065
H (5.58670, -2.06389, -4.79609)  0.083
O (2.33011, -2.07672, -0.38825)  -0.115
H (2.90533, 2.66138, -4.92666)  0.086
C (-0.71539, -2.95185, 1.66384)  0.021
H (0.55211, -4.09587, -0.62490)  0.084
F (-1.16372, -5.64174, -4.02119)  0.137
C (-1.14454, -8.68734, -4.62515)  -0.069
H (0.80061, 4.13439, -2.89837)  0.109
C (0.70528, 0.85828, -2.30723)  -0.555
N (-1.98577, 0.40034, 4.83188)  -0.162
F (-2.98681, -5.99403, -5.20817)  0.115
H (2.21222, 6.22161, -1.53708)  0.145
H (2.34181, 4.48315, 1.69738)  0.080
H (-2.71589, 1.93321, 3.62485)  0.098
H (-6.32394, 4.26607, 3.56576)  0.091
H (-2.73103, 0.31930, 2.92757)  0.034
H (-5.88909, 6.05834, 6.80390)  0.092
H (-7.06505, -5.09723, 5.00526)  0.091
H (-3.15074, -0.97594, 5.92396)  0.058
C (-5.19840, -3.26010, 6.76110)  -0.335
C (-3.75207, 1.63236, -0.93595)  -0.158
H (-2.69294, -1.41922, -4.08472)  0.062
H (3.45972, 7.53616, 1.23785)  0.069
H (0.10043, -1.68377, -3.54247)  0.101
C (-0.19817, -3.66720, -1.28975)  -0.010
N (1.30085, 1.35875, -1.04297)  0.025
C (-6.46327, -2.36999, 4.92421)  -0.031
N (2.41319, 0.25130, 2.48668)  0.181
H (-6.96127, 5.62807, 4.51330)  0.087
H (0.36555, -2.96539, 1.61221)  0.076
C (-1.38617, -2.48339, 0.39597)  -0.464
H (7.39259, 8.41015, 3.09758)  0.087
S (2.07403, 0.28281, -3.41388)  0.921
N (-5.56108, 4.44543, 5.50942)  -0.195
C (7.55858, -2.24069, -3.20435)  -0.040
C (1.19619, 3.44773, -4.81981)  -0.508
N (-0.63778, -2.34604, -0.83848)  -0.086
H (6.04306, 10.44923, -0.22912)  0.136
C (-2.48639, -0.12738, 6.09748)  -0.021
H (-6.78815, -5.24049, 6.74947)  0.084
N (6.74862, 9.44514, 1.40552)  -0.196
H (-4.71224, 6.36012, 5.50936)  0.090
C (1.14424, 3.20363, -3.32672)  -0.127
H (-3.31604, 2.49410, -0.44939)  0.076
C (1.90919, 0.33871, -0.11574)  -0.511
H (-8.12782, -4.24996, 6.14784)  0.092
H (-4.09000, 0.92830, -0.18694)  0.076
H (0.68239, 5.07680, 1.61140)  0.093
C (-2.72648, -3.83775, -4.29431)  -0.088
H (8.13865, -2.83458, -2.51278)  0.081
H (-3.61137, -3.60476, -3.71460)  0.144
C (-6.64924, 4.58861, 4.55504)  -0.035
F (-3.11335, -5.82310, -3.03677)  0.116
H (1.74001, -0.43625, 2.80951)  0.079
H (3.49009, -1.82635, -2.11216)  0.026
C (1.72787, 5.38166, 1.67517)  -0.030
C (-0.69526, 0.45942, 4.52520)  -0.321
H (-3.94532, 0.77289, 4.16479)  0.071
H (-0.99737, -2.22895, 2.42195)  0.082
H (1.89172, -2.40775, -2.41801)  0.078
C (1.93083, 5.56750, -0.69792)  -0.306
O (-0.24847, 0.86375, 3.44630)  -0.079
H (6.37829, -4.35558, -2.52350)  0.116
O (0.19770, 3.78936, -5.42738)  0.112
C (5.52830, -3.69177, -2.64239)  -0.171
H (5.89851, 7.78749, 2.36553)  0.084
H (-4.22000, 3.22240, 6.44799)  0.133
H (5.00388, -4.03003, -3.53567)  0.120
H (-1.12830, -3.90054, 1.97249)  0.098
O (-2.59169, -2.28485, 0.39557)  0.078
C (-2.92101, 0.88164, 3.83374)  -0.042
O (1.40508, 2.24556, 1.43036)  0.088
C (6.07417, -2.28189, -2.91618)  -0.431
H (8.66293, 8.76348, 0.89722)  0.090
H (-1.22072, -10.17418, -7.48364)  0.093
N (-1.06445, -9.90081, -5.41226)  -0.198
O (1.53397, 4.41640, -0.87664)  -0.032
C (-1.97601, -1.81875, -3.38110)  -0.222
O (-4.44215, -2.30275, 6.76109)  -0.011
H (0.50710, 2.28853, 1.76530)  0.068
H (-2.45004, -1.92688, -2.41215)  0.119
C (6.46135, 8.68829, 2.61278)  -0.037
C (-0.26955, -10.93111, -5.06542)  -0.363
H (5.86016, 9.28770, 3.29659)  0.095
H (-2.44737, -9.11051, -6.75813)  0.083
B (1.87836, 0.96448, 1.36234)  -0.859
N (-6.22473, -3.40878, 5.91511)  -0.193
H (-2.90336, -3.63248, -5.34533)  0.145
C (0.10514, 2.10341, -2.99333)  -0.164
H (-1.05401, -4.32840, -1.25306)  0.103
H (-2.16975, -8.53719, -4.28010)  0.088
H (-0.28017, 1.76107, -3.93886)  0.080
C (-5.03598, 3.22827, 5.70513)  -0.351
C (-2.69159, 0.99483, -1.77925)  -0.697
O (-0.16828, -11.96417, -5.69150)  0.020
C (-5.08113, 5.61716, 6.21848)  -0.052
H (-5.09444, -4.09193, 7.47552)  0.137
H (2.55514, 0.89638, 3.24977)  0.090
C (-1.86603, -10.01831, -6.61898)  -0.037
H (-1.65366, -0.44642, 6.72129)  0.091
C (-2.47027, -5.33145, -4.13614)  -0.546
C (2.55222, 7.52290, 0.64169)  -0.043
H (2.03937, 2.04014, -1.24058)  0.081
H (5.86022, -1.66913, -2.05066)  0.092
I (4.05277, 0.45639, -0.45878)  1.231
H (1.79164, 8.12420, 1.14043)  0.100
Br (-3.11368, 1.12043, -3.62938)  0.941
O (-1.60461, -3.11498, -3.86495)  -0.135
H (8.17208, 10.27954, 0.12283)  0.084
N (4.72356, -3.77709, -1.42352)  -0.042
C (-1.56846, 0.44047, -1.32891)  -0.508
O (2.39273, 3.30589, -5.42725)  0.117
H (2.76624, 7.96050, -0.32840)  0.085
H (-7.32557, -2.63638, 4.31989)  0.087
Br (-1.34967, 0.61907, 0.56786)  1.135

## Properties
total charge	+1
E_tot	-9321.32695	hartree
max |F|	0.037	hartree/bohr

=====

4.
Formula: CH13NO4
Source: the Open Molecules 2025 dataset
Level of theory: ωB97M-V with the def2-TZVPD basis set

Last column: Löwdin charge in e.
Geometry (Å):
C (-0.74481, 2.08923, 1.09108)  -0.179
H (1.42180, -0.98363, 1.05965)  0.003
H (-0.98142, -1.41678, -0.79870)  -0.009
N (-0.12408, 2.08716, -0.21929)  -0.071
H (3.09238, 0.72612, -0.02353)  0.047
H (0.18697, 2.98048, -0.56783)  0.062
H (-2.37031, -0.77335, -0.91610)  0.035
H (-0.20455, 1.38973, 1.72537)  0.059
H (-1.81096, 1.86157, 1.11392)  0.067
O (-0.60661, -3.17610, -1.29748)  -0.049
H (-1.34737, -3.58182, -1.75437)  0.060
H (1.13666, -1.74940, -0.29945)  0.014
H (1.76185, 1.34040, 0.59834)  0.006
O (-1.43411, -0.56128, -0.95246)  -0.074
O (1.08048, -1.79258, 0.65478)  -0.072
O (2.43269, 0.64584, 0.66537)  -0.064
H (-0.28405, -3.76507, -0.60761)  0.061
H (-0.69437, 3.09491, 1.51171)  0.072
H (-0.51020, 1.58455, -0.98340)  0.032

## Properties
E_tot	-401.59361	hartree
max |F|	0.028	hartree/bohr
SMILES	CN.O.O.O.O
ΔE to the lowest compared entry with this formula, charge and spin	70.7	kJ/mol

=====

5.
Formula: C18H23NO6
Source: the Open Molecules 2025 dataset
Level of theory: ωB97M-V with the def2-TZVPD basis set

Last column: Löwdin charge in e.
Geometry (Å):
H (-4.31450, -3.23355, -1.01127)  0.150
C (1.18222, 0.37005, 0.87024)  -0.262
C (0.90470, -2.61906, -0.37559)  -0.079
H (-6.24558, -1.88761, -0.51269)  0.092
C (-2.39702, 1.56347, 0.42525)  -0.274
H (1.69879, -1.91192, -0.14658)  0.114
C (1.50034, 0.96549, -0.38997)  0.055
C (-1.13950, 1.42074, 0.78369)  0.016
H (-4.62402, 3.62779, -0.92630)  0.197
C (-0.38396, -2.30774, 0.29385)  -0.224
C (-0.97583, -1.04957, 0.26836)  -0.233
H (0.84678, 1.54804, -1.08513)  0.156
C (3.85927, 0.89152, 0.36726)  -0.232
N (-4.05206, 2.66418, -0.66985)  0.097
H (3.22546, -3.57882, -0.46680)  0.006
H (-5.13099, -1.11990, -1.67920)  0.090
C (-5.30778, -1.30489, -0.60239)  -0.029
O (2.61865, -4.16206, -0.52662)  0.073
H (-0.20535, -2.60083, 1.54920)  0.196
H (0.78512, -4.71276, -0.13751)  0.087
O (-2.92175, -2.02770, -0.80854)  -0.027
H (-5.13997, -0.50594, -0.04226)  -0.005
H (0.74563, -2.64845, -1.23658)  0.001
O (3.52962, 1.81863, -1.84003)  -0.045
C (2.11284, 0.15103, 1.68434)  -0.137
C (1.51878, -4.07310, 0.10381)  -0.269
H (4.06126, 0.03358, 2.49523)  0.203
H (-2.83862, -1.03119, 1.17074)  0.125
C (2.85145, 1.11102, -0.61855)  -0.058
C (-2.47764, -0.98117, 0.24710)  -0.076
H (5.15303, 2.94918, -1.23937)  0.166
O (5.06017, 1.21535, -0.09706)  0.121
H (-4.39945, 1.55991, -1.02282)  0.213
C (-0.34759, 0.20005, 1.16599)  -0.137
H (1.64030, -4.25414, 1.09142)  0.090
H (-0.48396, -0.33669, 2.10987)  0.136
O (-2.96030, 0.48311, -0.12691)  -0.047
O (-2.56652, 3.99325, 0.21240)  -0.006
H (-4.15523, -2.50992, 0.66750)  0.099
H (5.49967, 1.14824, -1.98476)  0.180
C (-4.10361, -2.31789, -0.36803)  -0.386
H (1.69037, -0.47326, 2.68389)  0.193
C (4.87964, 1.80978, -1.10090)  -0.360
H (-0.53118, -0.56101, -0.99556)  0.254
H (-1.14402, -3.10954, 0.16858)  0.133
C (-3.05216, 2.81480, 0.21498)  -0.484
C (3.43245, 0.22618, 1.39959)  -0.029
H (-0.73604, 2.31247, 1.32868)  0.152

## Properties
E_tot	-1205.31262	hartree
max |F|	0.388	hartree/bohr
ΔE to the lowest compared entry with this formula, charge and spin	1601.3	kJ/mol

=====

6.
Formula: C3H4N4
Source: the Open Molecules 2025 dataset
Level of theory: ωB97M-V with the def2-TZVPD basis set

Last column: Löwdin charge in e.
Geometry (Å):
N (0.10223, 0.84142, -1.01369)  0.068
H (0.22042, 0.21357, 2.14305)  0.113
H (-2.40071, -0.13908, 0.51063)  0.100
N (1.30294, -0.83710, 0.72412)  0.091
C (1.61528, -0.77020, -0.57433)  -0.235
C (-0.52337, 0.46818, 0.09111)  -0.398
H (2.29327, -1.49610, -1.00552)  0.102
N (-1.88499, 0.65232, 0.14402)  0.121
H (-2.23035, 0.93972, -0.76639)  0.097
N (1.21794, 0.21997, -1.35987)  0.024
C (0.28733, -0.09271, 1.10689)  -0.084

## Properties
E_tot	-335.68996	hartree
max |F|	0.014	hartree/bohr
SMILES	Nc1cncnn1
ΔE to the lowest compared entry with this formula, charge and spin	218.9	kJ/mol

=====

no.,molar mass (g/mol),HOMO-LUMO gap (eV)
1,197.4,8.63
2,109.0,10.91
3,1310.7,7.97
4,103.1,9.60
5,349.4,8.81
6,96.1,9.57